No. 1
Here is a cluster of 13 separate species, C26H78O13 in total at a distorted geometry from OMol25. Energies are from ωB97M-V with the def2-TZVPD basis set.

Summary:
LUMO energy ... 0.380 eV
HOMO-LUMO gap ... 0.367 Eh
Relative energy (zero: lowest compared OMol25 entry of this formula, charge and spin) ... 282.1 kJ/mol
Maximum force ... 2.21 eV/A
Energy ... -2015.360212 a.u.

```
117
Properties=species:S:1:pos:R:3:forces:R:3
C -1.2033 -4.1555 -1.9179 -0.30 -0.44 0.37
C -0.5608 -5.3207 -1.1753 0.73 0.41 -0.32
O 0.8716 -5.1924 -1.2860 -0.25 -0.18 -0.02
H -2.2746 -4.2809 -2.1025 0.04 -0.20 0.11
H -0.7062 -4.0560 -2.8813 0.08 0.34 0.05
H -1.0897 -3.2982 -1.2631 0.09 0.37 -0.40
H -0.8219 -6.2693 -1.6466 -0.09 -0.08 0.29
H -0.8202 -5.2717 -0.1164 -0.26 -0.38 -0.07
H 1.2170 -4.8307 -0.4607 -0.19 0.14 0.09
C 3.2899 -1.2287 0.9425 -0.14 0.99 0.31
C 4.7635 -1.0706 0.5691 -1.15 -0.71 0.48
O 4.9774 0.0296 -0.2856 -0.02 -0.09 0.14
H 3.1239 -2.0287 1.6665 0.04 -0.27 -0.31
H 2.6876 -1.3360 0.0410 -0.07 -0.30 0.05
H 2.9124 -0.3196 1.4390 0.16 -0.03 -0.14
H 4.9833 -2.0227 0.0756 0.65 0.36 -0.32
H 5.3412 -1.0325 1.5013 0.28 0.24 -0.20
H 4.3195 0.7114 -0.0678 0.22 -0.04 -0.13
C -0.2335 -0.9905 0.5325 -1.80 -0.70 0.30
C -0.2496 -0.8227 -0.9755 1.69 0.48 -0.37
O 0.7486 0.1921 -1.2795 -0.86 0.29 -0.46
H 0.1811 -0.1677 1.1076 0.73 -0.02 -0.39
H 0.1575 -1.9802 0.7642 0.48 0.26 0.42
H -1.2654 -1.0098 0.9230 0.07 -0.17 -0.24
H -1.2581 -0.6475 -1.3822 0.27 0.52 0.06
H 0.1351 -1.7150 -1.4812 -0.32 -0.12 0.27
H 0.8745 0.2161 -2.2534 -0.06 -0.19 0.30
C -3.2792 1.5286 1.8790 -0.06 -0.95 0.15
C -4.3599 1.9856 2.8074 -0.32 1.62 0.47
O -3.8127 3.0015 3.6936 -0.10 -0.19 -0.22
H -3.1384 2.1628 1.0083 -0.06 0.15 0.02
H -3.5331 0.5161 1.5516 0.24 0.03 -0.22
H -2.3548 1.4963 2.4495 0.18 -0.16 -0.09
H -4.7842 1.2252 3.4580 0.19 -0.38 -0.15
H -5.1873 2.4356 2.2488 -0.05 -0.19 0.01
H -4.2891 3.8236 3.5644 -0.04 0.00 0.01
C 2.7797 -6.2177 1.5643 -0.81 1.21 -1.34
C 1.4444 -5.6916 2.1161 0.12 -0.54 0.56
O 1.0623 -4.3936 1.6160 0.31 -0.51 0.66
H 2.6239 -6.4551 0.5008 0.00 -0.59 0.33
H 3.1142 -7.0664 2.1464 0.29 -0.10 -0.09
H 3.5102 -5.4084 1.4523 0.15 -0.15 0.82
H 1.4925 -5.7411 3.2193 -0.05 0.64 -0.27
H 0.6679 -6.4418 1.8856 0.02 0.52 -0.28
H 1.2504 -3.7355 2.3253 0.01 -0.54 -0.46
C -3.1365 0.8692 -3.7452 -0.41 -0.39 1.12
C -2.7600 -0.4123 -4.4525 0.56 -0.05 0.61
O -1.5275 -0.2357 -5.2254 -1.11 -0.17 -0.06
H -3.8756 0.6117 -2.9675 -0.09 -0.09 -0.38
H -3.5996 1.6540 -4.3363 0.40 0.09 -0.26
H -2.3156 1.2163 -3.1103 0.18 0.26 -0.57
H -3.5845 -0.8002 -5.0550 0.24 0.13 -0.26
H -2.5601 -1.1517 -3.6601 0.04 0.01 -0.36
H -1.5966 -0.7998 -6.0062 0.12 0.15 0.07
C 3.1583 4.5165 0.8452 0.22 0.38 1.13
C 2.5358 3.7778 -0.3110 0.16 -0.38 0.31
O 2.8047 2.3550 -0.1529 -0.58 0.79 -0.48
H 4.2084 4.2427 0.9779 -0.02 -0.02 -0.28
H 2.6919 4.3274 1.8210 -0.17 -0.36 -0.32
H 3.1167 5.6109 0.7711 -0.02 -0.19 -0.49
H 2.9581 4.1852 -1.2418 -0.11 -0.42 -0.01
H 1.4478 3.9227 -0.3270 0.17 0.05 -0.08
H 2.0758 1.8986 -0.6089 0.32 -0.21 0.21
C 1.8620 -1.8361 -5.7685 0.53 -0.01 0.12
C 1.5947 -1.5246 -4.3091 0.46 0.46 0.47
O 1.0595 -0.1973 -4.1145 -0.83 -0.79 -0.73
H 0.9338 -1.8519 -6.3408 0.13 -0.02 -0.17
H 2.3960 -2.7848 -5.8729 -0.43 -0.22 0.12
H 2.5792 -1.1259 -6.1896 -0.41 0.30 0.00
H 2.5333 -1.5236 -3.7497 -0.08 -0.17 -0.01
H 0.9227 -2.2556 -3.8433 0.08 -0.04 -0.12
H 0.1863 -0.2476 -4.5798 0.57 0.56 0.56
C -2.1928 -2.6043 4.1169 -0.18 0.70 0.13
C -3.3181 -3.1026 5.0026 0.28 -0.80 -0.23
O -3.6744 -4.4706 4.6689 0.17 0.71 0.45
H -2.4286 -2.7008 3.0596 0.02 -0.28 -0.06
H -1.2549 -3.1034 4.3587 0.03 -0.11 -0.19
H -2.0557 -1.5293 4.2963 0.09 -0.10 0.05
H -4.2205 -2.5054 4.8940 -0.05 -0.03 -0.08
H -2.9840 -3.0325 6.0445 -0.25 -0.07 0.00
H -3.0688 -5.0430 5.1524 -0.08 -0.01 -0.15
C -0.3592 3.6611 2.2482 -0.16 0.91 -1.31
C -0.3734 4.5840 3.4224 -0.11 -0.39 1.33
O 0.9586 4.7216 3.9391 -0.26 0.03 -0.08
H 0.2475 4.0915 1.4429 0.08 -0.14 0.14
H -1.3745 3.6262 1.8477 0.01 -0.29 0.08
H 0.0063 2.6572 2.4381 0.00 -0.03 0.34
H -1.0480 4.1286 4.1701 0.31 0.13 0.09
H -0.7939 5.5808 3.2508 0.05 -0.13 -0.60
H 0.9588 5.4767 4.5345 0.10 -0.09 0.05
C 0.3864 4.4050 -4.6734 0.40 0.70 1.06
C 0.3723 2.9253 -4.9702 -0.10 0.40 -0.83
O -0.6821 2.7201 -5.9131 -0.42 -0.18 0.07
H -0.4951 4.7855 -4.1453 -0.26 -0.47 -0.23
H 0.4903 5.0198 -5.5650 0.12 -0.19 -0.16
H 1.1988 4.6582 -3.9760 0.17 -0.12 -0.33
H 0.3109 2.3237 -4.0612 -0.30 -0.07 -0.06
H 1.2850 2.6253 -5.4936 0.19 0.07 0.32
H -1.2452 1.9765 -5.6810 0.24 -0.19 0.16
C 0.9480 -0.9671 5.3931 0.90 -0.39 0.24
C 1.3470 -1.4383 4.0121 0.97 0.28 -0.40
O 1.7195 -2.8427 3.9308 -0.80 0.60 0.05
H 0.0277 -1.4111 5.7621 -0.22 0.22 -0.16
H 0.9484 0.1235 5.3901 -0.43 -0.01 0.08
H 1.7301 -1.2552 6.1093 -0.07 0.04 -0.08
H 2.2299 -0.8845 3.6571 -0.19 0.11 0.31
H 0.5886 -1.1758 3.2711 -0.18 -0.73 0.04
H 2.5469 -2.9331 4.4151 -0.05 -0.07 -0.06
C -1.5736 3.3935 -1.5696 1.72 -1.28 0.51
C -1.3473 4.8395 -1.2143 -1.67 0.04 0.55
O -2.3285 5.4898 -2.0530 0.88 0.80 -0.03
H -1.2978 3.1808 -2.6038 -0.42 0.41 -0.17
H -2.5698 3.0200 -1.3504 -0.22 0.38 -0.12
H -0.8813 2.7108 -1.0426 -0.16 0.33 0.25
H -0.3117 5.1922 -1.2576 -0.07 -0.04 -0.89
H -1.6304 5.0678 -0.1731 0.01 -0.40 -0.06
H -2.2084 6.4480 -2.0062 -0.05 -0.20 0.00
```
Positions in Å, forces in eV/Å.

---

No. 2
Here is a cluster of 13 separate species, C26H78O13 in total at a distorted geometry from OMol25. Energies are from ωB97M-V with the def2-TZVPD basis set.

Summary:
LUMO energy ... 0.091 eV
HOMO-LUMO gap ... 0.346 Eh
Relative energy (zero: lowest compared OMol25 entry of this formula, charge and spin) ... 536.7 kJ/mol
Maximum force ... 4.35 eV/A
Energy ... -2015.263248 a.u.

```
117
Properties=species:S:1:pos:R:3:forces:R:3
C -1.6135 -2.8136 4.8001 -0.92 0.28 1.01
C -0.1708 -2.3373 4.7731 -2.51 0.74 0.61
O 0.3200 -3.0616 3.7623 3.04 -1.94 -2.44
H -2.1523 -2.4690 3.9175 -0.03 0.95 0.15
H -2.0635 -2.4963 5.7409 -0.71 -0.07 -0.14
H -1.7756 -3.8743 4.6087 0.76 -0.35 0.83
H 0.3870 -2.4407 5.7039 -0.03 -0.35 0.09
H -0.2224 -1.2726 4.5455 0.32 0.38 0.06
H 0.3613 -2.5553 2.9478 0.14 0.48 -0.21
C 0.8659 5.2879 0.9620 -0.66 -0.02 -0.20
C -0.4961 4.5781 0.9206 0.06 0.98 0.64
O -0.6006 3.4673 0.0835 0.47 -1.18 -0.83
H 1.5628 4.6974 1.5568 0.15 0.05 -0.21
H 0.6842 6.2272 1.4843 0.12 0.05 0.11
H 1.2878 5.5144 -0.0171 -0.03 -0.09 0.12
H -1.3000 5.2222 0.5641 0.13 0.69 0.68
H -0.6456 4.2445 1.9474 -0.59 0.14 0.14
H -1.4455 3.5215 -0.3690 -0.02 -0.31 -0.10
C 3.0688 3.4935 -3.0895 0.62 1.09 -0.96
C 1.7258 3.7509 -2.5071 -0.28 0.76 -1.44
O 1.8312 3.5026 -1.1808 0.01 -1.18 2.15
H 3.8293 3.9089 -2.4284 0.03 -0.20 0.16
H 3.1022 4.1361 -3.9693 0.38 -0.44 -0.52
H 3.3103 2.4587 -3.3325 -0.20 0.06 0.06
H 0.9542 3.2528 -3.0941 -0.25 -0.89 0.37
H 1.4150 4.7855 -2.6531 0.35 0.68 -0.17
H 0.9696 3.4879 -0.7576 -0.43 -0.21 0.04
C 0.3883 0.6107 -4.2801 -0.80 0.66 1.61
C 0.1746 0.7034 -5.7479 -1.36 -1.37 -1.06
O 0.6166 1.8606 -6.3123 2.30 2.93 -0.31
H 0.1444 -0.3782 -3.8919 0.51 -0.26 -0.25
H -0.2934 1.2272 -3.6941 -0.47 0.37 -0.34
H 1.3260 0.9970 -3.8805 0.52 -0.56 -0.59
H -0.8627 0.7647 -6.0768 -0.79 -1.29 0.93
H 0.6172 -0.1672 -6.2319 0.19 -0.26 -0.07
H 0.4364 1.9189 -7.2535 -0.09 -0.29 0.13
C -4.2830 -2.1244 -3.5426 0.65 -0.15 1.02
C -3.8649 -1.6866 -2.0730 -0.16 -1.25 -1.37
O -5.0104 -1.4586 -1.3027 -0.58 0.25 -0.11
H -3.4314 -2.5370 -4.0836 0.40 0.43 0.02
H -4.7220 -1.3162 -4.1276 0.07 0.13 0.20
H -4.9655 -2.9730 -3.5885 -0.36 0.17 0.61
H -3.1697 -0.8480 -2.1133 -0.26 0.29 -0.10
H -3.3120 -2.4714 -1.5568 0.31 -0.46 -0.42
H -4.7769 -0.8507 -0.5973 -0.01 0.38 -0.02
C -2.3862 1.3723 4.4375 -1.72 -0.60 -0.62
C -0.9710 1.7634 4.2080 -0.97 0.52 -0.47
O -0.3728 1.8596 5.4474 1.35 -0.47 1.29
H -2.8673 1.9089 5.2553 0.28 0.16 0.06
H -2.5884 0.3120 4.5893 0.60 -0.21 0.41
H -2.9969 1.5399 3.5504 0.11 0.46 -0.16
H -0.9680 2.7773 3.8078 0.04 0.09 -0.76
H -0.4687 1.0731 3.5302 0.03 0.07 0.00
H 0.5720 1.8230 5.2811 0.26 0.02 0.28
C 2.6773 -6.0712 1.8739 0.27 1.43 -0.31
C 2.5052 -4.9224 0.8308 -0.07 -0.64 1.99
O 2.2323 -5.4172 -0.4189 -0.12 -0.49 -2.10
H 3.6888 -6.4606 1.7586 -0.17 -0.36 0.04
H 1.9247 -6.8532 1.7727 0.03 0.05 -0.05
H 2.5977 -5.6095 2.8581 -0.03 -0.23 0.16
H 3.4500 -4.3802 0.7914 -0.15 0.14 -0.07
H 1.6990 -4.2428 1.1069 0.10 0.26 0.46
H 1.4419 -5.9587 -0.3601 -0.05 -0.16 -0.03
C -3.1561 1.6494 -2.7205 -0.79 -1.23 0.08
C -3.5603 3.0920 -2.5890 0.66 0.44 -1.25
O -4.0580 3.3013 -1.2855 0.25 0.07 0.89
H -4.1041 1.1119 -2.7429 0.03 -0.38 0.25
H -2.5774 1.2280 -1.8985 -0.08 0.53 0.43
H -2.6185 1.2643 -3.5870 -0.02 0.93 -0.46
H -4.3276 3.3509 -3.3185 -0.29 -0.29 -0.09
H -2.7543 3.7725 -2.8635 0.44 0.17 0.49
H -4.1879 4.2349 -1.1039 -0.07 0.09 -0.24
C -4.6143 -0.1457 2.1550 -0.70 -1.04 0.54
C -5.5984 0.6473 1.2536 2.46 0.54 1.18
O -4.7936 0.9578 0.1134 -0.82 -0.25 -0.72
H -4.7192 0.0826 3.2156 -0.12 0.16 0.01
H -3.5767 0.0361 1.8749 -0.18 0.36 -0.10
H -4.7216 -1.2294 2.1098 -0.22 -0.13 -0.27
H -5.7542 1.5640 1.8224 -0.65 0.16 -0.23
H -6.5477 0.1734 1.0036 0.26 -0.10 -0.16
H -4.5053 1.8735 0.1095 -0.13 0.12 -0.20
C 2.7800 3.2028 4.1459 -0.70 -1.07 0.06
C 2.8484 2.1975 2.9509 -1.03 0.29 0.13
O 1.9264 1.0396 3.1048 1.55 1.17 0.93
H 3.5192 3.9965 4.2543 0.14 -0.11 -0.78
H 2.8964 2.6271 5.0642 0.09 -0.25 0.12
H 1.7879 3.6440 4.2411 -0.05 0.14 -0.28
H 3.8455 1.7606 2.8963 0.10 0.37 -0.41
H 2.4821 2.5789 1.9978 0.71 0.56 0.06
H 2.5635 0.4790 3.5536 -0.72 -1.03 0.22
C -0.4098 0.0055 -0.0297 -1.13 -0.10 -1.65
C 0.6196 -0.9804 0.3853 -0.06 0.85 0.80
O 0.5334 -1.0160 1.7988 0.29 -1.77 0.81
H -0.2360 1.0366 0.2782 0.39 -0.03 -0.36
H -1.4226 -0.2259 0.3001 0.08 -0.42 0.62
H -0.5337 -0.1519 -1.1011 0.21 0.92 -0.50
H 1.6225 -0.6933 0.0693 0.04 0.21 -0.05
H 0.4541 -1.9619 -0.0589 -0.25 -0.17 0.45
H 0.6650 -0.1512 2.1944 0.34 0.31 -0.29
C 2.3157 -3.8254 -4.8130 -0.02 -0.54 -0.06
C 2.2322 -4.1672 -3.3417 -0.32 1.22 -1.41
O 0.9379 -3.7152 -2.8562 1.47 -1.11 0.22
H 3.3419 -4.0633 -5.0928 0.04 0.34 -0.44
H 2.0377 -2.7936 -5.0279 0.32 0.07 0.14
H 1.6556 -4.4579 -5.4066 -0.07 -0.07 0.02
H 3.0472 -3.6260 -2.8610 -0.08 0.02 0.48
H 2.4324 -5.2342 -3.2447 -0.44 -0.11 0.42
H 1.0224 -4.1016 -1.9814 -0.79 0.22 0.69
C 4.1769 -1.3220 0.4964 0.73 0.07 -0.01
C 5.6207 -1.8339 0.2054 -1.63 0.36 -0.56
O 5.4771 -2.9422 -0.7365 0.66 0.80 1.04
H 3.6139 -2.1118 0.9937 -0.33 -0.32 -0.68
H 3.8050 -0.9631 -0.4633 -0.55 -0.49 0.10
H 3.9908 -0.5103 1.1997 0.87 0.41 0.08
H 6.1245 -2.0457 1.1485 0.28 -0.54 -0.19
H 6.1737 -1.0775 -0.3514 0.11 -0.08 0.18
H 4.8571 -3.5632 -0.3472 -0.07 -0.13 -0.02
```
Positions in Å, forces in eV/Å.

---

> Among the records above, which one has the lowest HOMO-LUMO gap?

number 2

---

> Which formula does entry 1 have?

C26H78O13